Entry 1:
{
  "formula": "CH6N2S",
  "method": "ωB97M-V with the def2-TZVPD basis set",
  "molar_mass_da": 78.14,
  "de_lowest_kcal_mol": 78.0,
  "homo_ev": -4.87,
  "total_energy_ev": -14946.20291,
  "largest_force_ev_per_a": 4.0,
  "lumo_ev": -1.7679,
  "elements": ["S", "H", "N", "C", "N", "H", "H", "H", "H", "H"],
  "xyz": [[-1.104065, 4.242398, -0.309901], [-0.588582, 5.365753, -0.293485], [0.235633, -2.233998, -0.549253], [-0.205706, -1.091633, -0.034892], [0.468103, -0.304655, 0.840412], [1.224169, -2.655519, -0.326306], [-0.315576, -2.652516, -1.335375], [-1.100125, -0.674770, -0.510432], [-0.071372, 0.369546, 1.427881], [1.457523, -0.364605, 1.091350]],
  "forces_ev_per_a": [[-1.5, -3.7, 0.0], [1.6, 3.2, 0.1], [1.5, -0.6, -0.2], [2.0, 1.1, 0.4], [-1.7, -0.6, -0.2], [-2.8, 1.2, -0.5], [1.0, 0.5, 1.2], [-0.1, -0.2, 0.8], [0.6, -0.3, -1.3], [-0.6, -0.5, -0.2]]
}


Entry 2:
{
  "formula": "C2H5NP2",
  "method": "ωB97M-V with the def2-TZVPD basis set",
  "molar_mass_da": 105.02,
  "de_lowest_kcal_mol": 27.6,
  "homo_ev": -9.31,
  "total_energy_ev": -22220.38841,
  "largest_force_ev_per_a": 4.1,
  "lumo_ev": -0.0841,
  "elements": ["C", "C", "N", "P", "P", "H", "H", "H", "H", "H"],
  "xyz": [[-1.977796, -0.300568, -0.211991], [1.082420, -1.363385, 0.085469], [-2.915580, -0.720187, -0.712380], [0.078545, 1.719252, -0.466568], [-0.536856, 0.089670, 0.875404], [1.277069, -0.657634, -0.762309], [0.620398, -2.326105, -0.218131], [1.858569, -1.456482, 0.798066], [1.130594, 2.223380, 0.417701], [-0.617359, 2.792057, 0.194736]],
  "forces_ev_per_a": [[1.9, -0.2, 1.3], [-3.2, 2.2, -1.3], [-1.0, -0.2, -0.7], [0.9, 1.5, 0.8], [0.8, -1.7, -0.7], [0.4, -1.3, 0.6], [0.2, 0.9, 0.2], [0.5, 0.2, 0.8], [-0.1, -0.8, -0.6], [-0.5, -0.6, -0.4]]
}


Taking the records one at a time from the top gives HOMO-LUMO gap values of 0.1142 0.3391 Eh.